A 7-piece molecular cluster, C55H127F4N3O10P3S4 overall in a non-equilibrium geometry. Source: OMol25; level of theory: ωB97M-V/def2-TZVPD.

Each line ends with the Löwdin charge.
Atoms and positions in Å:
C 0.361018 1.681758 -1.034402  -0.056
C -0.287433 0.634650 -0.009760  -0.614
C -1.715901 0.285405 -0.401633  -0.081
O 0.559131 -0.410564 0.299160  -0.299
H 1.139390 2.316439 -0.610831  0.030
H -0.326982 2.326104 -1.581723  0.066
H 0.852187 1.136733 -1.840503  0.032
H -0.473668 1.279719 0.848896  0.072
H -1.928993 -0.777876 -0.511684  0.061
H -1.939883 0.729200 -1.371677  0.055
H -2.432271 0.599048 0.357674  0.046
C 0.325699 -3.688639 2.838037  -0.017
C -0.373151 -2.689308 3.761499  -0.226
C 0.533473 -1.770760 4.553815  -0.163
O 1.712054 -2.472522 5.020110  -0.224
C 1.803582 -2.821024 6.418837  -0.057
N -1.278250 -1.804969 2.830413  0.246
H -1.785101 -1.146695 3.404767  0.091
H -0.723758 -1.283034 2.166921  0.114
H -1.914391 -2.454697 2.390784  0.069
H -0.373989 -4.369559 2.353391  0.065
H 1.042404 -4.332183 3.348211  0.093
H 0.791008 -3.256965 1.951886  0.069
H -1.111156 -3.093976 4.454093  0.147
H 0.026065 -1.267638 5.376918  0.101
H 0.880752 -0.863613 4.059267  0.109
H 1.715928 -1.877006 6.956660  0.078
H 2.786397 -3.264194 6.579338  0.092
H 0.989447 -3.493946 6.688027  0.094
C 3.054050 3.268420 -2.637223  -0.123
C 4.274136 3.196014 -1.770313  -0.231
C 3.921810 2.543286 -0.397320  -0.198
C 3.812697 0.958250 -0.418504  -0.259
P 4.075872 0.145363 1.167733  1.045
C 3.164917 0.929184 2.528594  -0.231
C 3.690092 0.359694 3.894146  -0.233
C 2.958059 1.020958 5.091833  -0.229
C 3.445776 0.375452 6.412017  -0.082
C 3.710373 -1.574936 1.000460  -0.250
C 4.342145 -2.534864 2.034662  -0.251
C 4.286637 -3.974142 1.616886  -0.265
C 5.013003 -4.957418 2.572367  -0.085
C 5.969200 0.420437 1.483198  -0.221
C 6.939043 -0.265120 0.487013  -0.244
C 8.382357 0.237649 0.661593  -0.255
C 8.948414 -0.151136 2.014989  -0.107
H 3.217874 3.524011 -3.684089  0.075
H 2.377647 4.032814 -2.254755  0.084
H 2.479056 2.366130 -2.845409  0.035
H 4.738004 4.178303 -1.680594  0.110
H 5.087375 2.625447 -2.218862  0.101
H 3.012403 2.988357 0.006401  0.086
H 4.591654 2.822288 0.416046  0.085
H 4.357338 0.395487 -1.176632  0.086
H 2.737753 0.817243 -0.531278  0.045
H 2.086423 0.793674 2.447440  0.088
H 3.281664 2.011910 2.575220  0.098
H 4.747014 0.608289 3.990205  0.101
H 3.489133 -0.710653 3.939680  0.081
H 1.897422 0.773163 5.049987  0.076
H 3.053533 2.101520 4.985152  0.115
H 4.419607 0.809548 6.638531  0.071
H 3.636589 -0.692242 6.303756  0.059
H 2.721757 0.608546 7.192751  0.080
H 4.347115 -1.754499 0.134194  0.084
H 2.661342 -1.761134 0.770320  0.085
H 3.821392 -2.499722 2.991579  0.095
H 5.342882 -2.237266 2.347829  0.108
H 4.822492 -4.068161 0.672365  0.105
H 3.261675 -4.329084 1.509328  0.099
H 6.075105 -4.771249 2.731640  0.073
H 5.049467 -5.881718 1.995776  0.072
H 4.467404 -5.053276 3.511107  0.076
H 6.183003 0.001249 2.466398  0.062
H 6.100484 1.489318 1.651616  0.094
H 6.622610 -0.100263 -0.542935  0.094
H 6.881904 -1.345819 0.617084  0.102
H 8.309065 1.323271 0.726079  0.105
H 8.970355 -0.096959 -0.193041  0.114
H 9.960573 0.242228 2.109336  0.079
H 8.933559 -1.239944 2.063749  0.078
H 8.386465 0.210824 2.875980  0.070
C -4.862065 7.840106 -3.745023  -0.116
C -3.602042 7.355561 -3.064657  -0.257
C -3.763943 6.087992 -2.230408  -0.237
C -4.855519 6.099819 -1.149538  -0.232
P -4.965256 4.682329 0.102978  1.072
C -4.717614 3.094183 -0.673867  -0.305
C -5.537878 2.807495 -1.870224  -0.231
C -5.185207 1.431218 -2.541308  -0.233
C -5.555672 0.209967 -1.699114  -0.076
C -3.640292 4.766139 1.372185  -0.245
C -2.242635 4.324583 0.919992  -0.254
C -1.164328 4.843766 1.877431  -0.234
C 0.288849 4.393231 1.765767  -0.086
C -6.600263 4.610643 0.959901  -0.243
C -6.844648 3.553632 2.053398  -0.238
C -8.120157 2.792488 1.918722  -0.280
C -8.137768 1.939627 0.732697  -0.115
H -5.712899 8.030449 -3.090850  0.066
H -5.268203 7.045256 -4.370607  0.077
H -4.755077 8.763937 -4.313511  0.080
H -3.199241 8.180957 -2.477657  0.111
H -2.832821 7.250389 -3.829726  0.112
H -2.858473 6.057409 -1.624369  0.089
H -3.804094 5.169376 -2.815766  0.109
H -5.745485 5.972195 -1.765780  0.084
H -5.030146 6.976536 -0.525853  0.102
H -4.801975 2.362390 0.129539  0.104
H -3.654622 3.009541 -0.899624  0.095
H -5.333437 3.615112 -2.573107  0.093
H -6.607859 2.881223 -1.675796  0.096
H -4.137574 1.440592 -2.842091  0.081
H -5.593632 1.369867 -3.550026  0.105
H -5.002119 0.143342 -0.762494  0.060
H -5.475025 -0.712623 -2.273936  0.071
H -6.611277 0.407210 -1.512352  0.072
H -3.866311 4.067555 2.177788  0.085
H -3.572064 5.751767 1.832590  0.108
H -2.086892 4.797168 -0.049808  0.088
H -2.180865 3.251713 0.737698  0.092
H -1.524217 4.563063 2.867277  0.092
H -1.330743 5.915469 1.768491  0.109
H 0.403158 3.345016 2.041972  0.042
H 0.914930 4.988490 2.430440  0.079
H 0.753350 4.426822 0.780264  0.057
H -7.362200 4.623632 0.180553  0.094
H -6.666729 5.600520 1.411374  0.093
H -6.860434 4.061789 3.017560  0.121
H -6.019294 2.843632 2.106246  0.107
H -8.987840 3.443555 2.025227  0.126
H -8.126069 2.161498 2.807498  0.125
H -8.001112 2.516891 -0.181735  0.053
H -9.027157 1.309486 0.736663  0.092
H -7.387529 1.163235 0.582843  0.074
C -3.259023 -0.760850 -4.698545  -0.095
C -3.132165 -1.745281 -3.559790  -0.280
C -1.861195 -2.534956 -3.471553  -0.225
C -0.573416 -1.656403 -3.403771  -0.231
P 1.022437 -2.507580 -3.140873  1.082
C 1.125746 -3.549680 -1.626855  -0.240
C 0.320980 -4.861331 -1.763381  -0.262
C 0.125504 -5.381546 -0.402499  -0.284
C -0.842262 -6.557503 -0.401546  -0.087
C 2.414612 -1.255780 -2.944509  -0.253
C 2.488960 -0.141832 -4.002220  -0.225
C 3.121071 -0.442282 -5.407191  -0.255
C 3.626653 0.730207 -6.213160  -0.089
C 1.339893 -3.567725 -4.617330  -0.273
C 2.711341 -4.128778 -4.465026  -0.261
C 3.031911 -4.898786 -5.760927  -0.251
C 4.392155 -5.578486 -5.767204  -0.116
H -2.894501 0.239894 -4.466707  0.063
H -4.310184 -0.548004 -4.893084  0.071
H -2.765538 -1.146703 -5.590555  0.081
H -3.918708 -2.499789 -3.572574  0.121
H -3.299785 -1.304307 -2.577163  0.083
H -1.843528 -3.280911 -4.266119  0.115
H -1.899643 -3.137103 -2.563790  0.086
H -0.621007 -0.945656 -2.578748  0.075
H -0.433446 -0.913896 -4.189387  0.089
H 0.802367 -2.889125 -0.822378  0.077
H 2.187292 -3.733440 -1.461146  0.094
H 0.886810 -5.563593 -2.375563  0.115
H -0.653343 -4.732993 -2.234886  0.102
H -0.265365 -4.558815 0.196208  0.089
H 1.116749 -5.605104 -0.008097  0.118
H -0.407249 -7.380445 -0.968674  0.078
H -1.848139 -6.259773 -0.697620  0.077
H -0.930437 -7.022010 0.580575  0.068
H 3.362911 -1.742008 -2.715600  0.088
H 2.215864 -0.740815 -2.004605  0.051
H 3.088889 0.632239 -3.523681  0.074
H 1.468884 0.240897 -4.034898  0.095
H 2.392708 -1.016416 -5.979869  0.093
H 3.973300 -1.098487 -5.230528  0.103
H 2.848024 1.271835 -6.750249  0.081
H 4.442716 0.402790 -6.857324  0.082
H 3.944679 1.350166 -5.374939  0.062
H 1.109220 -2.935201 -5.474539  0.098
H 0.531785 -4.297953 -4.574559  0.100
H 2.700095 -4.804012 -3.609437  0.107
H 3.509622 -3.413097 -4.268410  0.100
H 3.078110 -4.188178 -6.586167  0.108
H 2.295733 -5.643550 -6.063384  0.117
H 4.664257 -5.863787 -6.783403  0.073
H 4.438648 -6.506185 -5.196835  0.074
H 5.242397 -4.974435 -5.450470  0.072
N -2.469607 0.307661 4.795798  -0.274
S -1.910772 1.723126 4.028618  0.580
O -0.486741 1.895149 3.795708  -0.291
O -2.763272 2.879877 4.312900  -0.285
F -2.459509 1.301527 2.575310  -0.214
S -2.025718 0.693429 6.216482  0.484
O -3.035488 1.151090 7.170565  -0.275
O -0.637231 1.090374 6.456896  -0.301
F -2.058679 -0.876957 6.714377  -0.242
N -3.490893 -3.361564 2.114828  -0.291
S -4.416686 -3.374645 0.696922  0.609
O -5.843623 -3.506295 0.921879  -0.246
O -3.754110 -3.710707 -0.594866  -0.305
F -4.263212 -1.791262 0.707853  -0.229
S -3.721738 -4.821505 2.420161  0.451
O -2.953127 -5.836585 1.696525  -0.295
O -5.069873 -5.203816 2.843506  -0.275
F -3.016012 -4.768178 3.883075  -0.213

Forces on the atoms, in the same order (eV/Å):
C -0.201 -1.077 -0.150
C 1.027 1.101 0.094
C -0.482 -0.578 -0.707
O -0.074 -0.098 -0.187
H -0.179 -0.071 0.352
H -0.419 0.234 0.347
H 0.155 -0.410 -0.146
H 0.325 0.298 0.789
H 0.424 -0.310 -0.016
H -0.479 0.184 -0.082
H -0.092 0.317 -0.156
C -0.388 -0.636 -0.143
C -0.565 0.998 -1.201
C 1.392 0.382 1.310
O -0.200 -0.026 -0.586
C -0.733 0.952 -0.905
N 1.644 -0.746 1.715
H -0.574 0.355 0.384
H 0.634 0.291 -0.944
H -0.847 -0.172 -0.625
H -0.512 -0.100 0.447
H 0.003 0.325 0.169
H 0.390 0.714 0.327
H 0.203 -0.646 -0.205
H -0.401 -0.603 0.426
H 0.212 -0.298 -1.054
H 0.018 -0.224 0.514
H -0.179 -0.040 -0.066
H 0.127 -0.118 0.194
C -0.872 0.385 -1.368
C 0.469 -1.017 0.743
C 0.976 -0.287 0.326
C -1.469 1.272 0.490
P 1.617 1.921 0.720
C 0.428 -0.160 0.971
C -1.078 0.857 -0.123
C -0.066 -1.593 -0.435
C 0.510 1.290 -0.675
C 1.321 -0.897 0.128
C -0.979 0.444 1.458
C 1.345 -0.589 0.029
C -0.362 0.097 -0.925
C -1.313 -1.288 0.392
C -0.502 0.556 -0.152
C -1.260 0.505 0.801
C 0.394 -0.671 -0.286
H 0.715 0.623 -0.011
H -0.196 -0.124 0.068
H 0.060 -0.268 1.055
H -0.357 0.171 0.417
H -0.074 -0.369 -0.194
H -0.461 -0.345 -0.372
H 0.767 0.138 -0.348
H 0.131 0.373 -0.158
H -0.228 -0.670 -0.488
H -0.084 -0.463 -0.400
H 0.367 0.128 -0.429
H 0.137 -0.391 0.018
H 0.355 -0.025 0.053
H -0.178 0.300 -0.391
H 0.077 0.056 0.560
H 0.024 0.060 0.461
H -0.453 -0.016 -0.037
H 0.262 -0.249 0.173
H -0.312 -0.308 -0.793
H -0.122 0.235 -0.001
H -0.431 0.271 0.042
H 0.313 0.033 -0.551
H -0.281 -0.083 -0.455
H -0.087 0.158 -0.204
H -0.098 0.639 0.224
H -0.375 -0.443 0.520
H 0.226 -0.231 0.000
H -0.191 -0.114 0.093
H 0.032 0.169 -0.565
H -0.050 0.232 -0.138
H 0.064 -0.150 0.210
H 0.228 0.238 -0.810
H 0.234 0.160 0.242
H 0.060 -0.287 0.114
H 0.411 -0.118 0.316
H -0.169 0.191 -0.204
C -1.061 -0.329 -0.175
C -0.398 0.873 -0.188
C 1.737 0.394 1.805
C -1.626 -1.323 -0.120
P 0.563 -0.082 0.333
C 1.063 -0.283 0.901
C -0.335 -0.782 -1.645
C 0.652 0.696 -0.196
C -0.521 0.951 -0.576
C 0.166 -0.513 0.316
C 0.493 0.171 -1.339
C -0.960 -0.087 0.151
C 0.096 -0.315 -0.360
C 0.492 1.192 -0.426
C 1.023 0.725 0.254
C 0.412 -0.200 1.597
C -0.534 -1.423 -1.832
H 0.217 0.144 0.579
H 0.177 0.061 -0.541
H 0.295 -0.223 -0.157
H -0.088 -0.115 0.528
H 0.028 -0.580 -0.013
H 0.561 -0.407 -0.433
H -0.188 0.115 -0.072
H -0.756 0.057 0.490
H 0.493 0.374 -0.320
H -0.405 -0.155 0.202
H 0.180 0.202 -0.309
H -0.047 -0.080 -0.399
H -0.069 -0.220 0.129
H 0.529 0.076 0.621
H -0.864 0.069 0.171
H -0.039 -0.105 -0.086
H 0.083 0.032 0.202
H -0.170 -0.630 0.479
H -0.688 0.066 0.196
H -0.242 0.192 -0.132
H 0.404 -0.107 -0.329
H -0.104 -0.122 0.243
H 0.178 0.184 0.281
H 0.724 0.332 0.391
H -0.225 -0.002 0.307
H -0.068 -0.018 0.077
H -0.317 0.458 -0.337
H -0.052 -0.220 -0.124
H -0.137 0.205 0.067
H 0.236 0.100 -0.020
H 0.108 -0.105 -0.035
H -0.082 0.048 -0.349
H -0.293 -0.117 0.138
H -0.773 0.077 -0.213
H -0.426 0.444 -0.540
H 0.716 0.163 0.937
C -0.372 0.350 0.117
C -0.580 -0.196 0.949
C 1.276 -0.163 0.153
C 0.206 0.218 0.662
P 0.819 0.330 -0.086
C -0.492 0.558 -1.492
C 0.596 1.053 -0.742
C -0.644 -0.570 0.975
C 0.724 -0.591 0.917
C -0.793 -0.204 -0.198
C 0.499 -0.107 -0.363
C -1.129 -1.367 0.734
C -0.363 0.235 1.238
C -1.190 1.716 1.726
C 0.255 -1.599 -1.263
C 1.264 0.129 -0.064
C 0.608 -0.610 -0.291
H 0.621 -0.097 0.068
H -0.087 -0.363 -0.321
H -0.159 0.157 -0.179
H -0.204 -0.009 -0.399
H 0.092 0.508 -0.037
H 0.371 0.151 -0.391
H -0.071 0.140 0.178
H -0.296 -0.254 0.721
H -0.043 -0.509 -0.800
H -0.318 0.067 0.195
H 0.110 -0.128 -0.051
H -0.014 -0.113 -0.125
H 0.046 0.239 -0.124
H -0.190 -0.093 0.185
H 0.014 -0.366 0.367
H -0.319 0.093 -0.671
H 0.160 -0.140 -0.252
H -0.160 0.394 0.225
H 0.037 -0.433 -0.494
H -0.620 -0.138 0.272
H 0.059 0.153 -0.116
H 0.033 0.407 -0.495
H 0.012 -0.275 -0.120
H 0.033 -0.194 0.079
H 0.104 -0.130 -0.110
H -0.103 0.415 -0.002
H 0.786 0.822 -0.660
H 0.475 -0.035 -0.240
H 0.194 -0.395 -0.090
H 0.128 -0.210 0.035
H -0.207 0.267 -0.189
H -0.304 0.304 0.005
H -0.341 0.111 0.415
H -0.167 -0.086 -0.135
H -0.194 0.047 0.225
H -0.235 0.377 0.278
N 1.441 3.247 -3.312
S -1.490 1.074 -2.237
O -1.873 -0.536 0.517
O 1.742 -1.616 0.021
F 0.216 -0.263 0.250
S -0.248 -2.813 8.529
O 1.447 0.671 -2.427
O -1.857 -0.133 -1.092
F 0.713 0.258 -0.470
N -0.915 0.790 -3.501
S -0.693 4.195 -2.548
O 2.292 -0.716 -0.898
O -1.416 -0.084 3.330
F -0.047 0.864 -0.795
S -0.827 -7.728 5.770
O -0.827 1.955 0.457
O 1.990 0.674 -1.422
F 0.565 0.093 -0.531

## Properties
lowest unoccupied orbital energy = -1.916 eV
E = -6104.3258 Eh
relative energy (zero: lowest compared OMol25 entry of this formula, charge and spin) = 0.00 kcal/mol
multiplicity = 1
total charge = +1
HOMO-LUMO gap = 7.48 eV
E_HOMO = -9.39 eV